Entry 1:
{
  "formula": "C38H30BrClLaN3O5",
  "method": "ωB97M-V/def2-TZVPD",
  "e_lumo_ev": 4.148,
  "spin_multiplicity": 1,
  "total_charge": -2,
  "relative_energy_ev": 0.291,
  "gap_ev": 3.4,
  "e_tot_ha": -5072.50407,
  "species": ["La", "C", "C", "C", "C", "N", "C", "C", "C", "C", "C", "C", "N", "H", "H", "H", "H", "H", "H", "H", "H", "C", "C", "C", "C", "N", "C", "C", "C", "C", "C", "C", "C", "H", "H", "H", "H", "H", "H", "H", "H", "Br", "C", "C", "C", "C", "C", "C", "C", "O", "O", "H", "H", "H", "H", "Cl", "C", "C", "C", "C", "C", "C", "C", "O", "O", "H", "H", "H", "H", "C", "O", "C", "C", "H", "H", "H", "H", "H", "H"],
  "xyz": [[0.08198, -0.06988, -0.12982], [-1.57473, -2.58924, 3.47235], [-2.28120, -3.67525, 2.84937], [-2.27974, -3.78011, 1.49817], [-1.59215, -2.82196, 0.67652], [-0.89384, -1.76089, 1.31239], [-0.92006, -1.70733, 2.65880], [-1.54978, -2.88248, -0.70812], [-2.31728, -3.81333, -1.49144], [-2.20651, -3.84554, -2.84219], [-1.31337, -2.93358, -3.49880], [-0.63645, -2.03194, -2.72117], [-0.71842, -1.95492, -1.37995], [-1.56239, -2.46635, 4.54717], [-2.79297, -4.41208, 3.45962], [-2.78719, -4.61227, 1.02812], [-0.36115, -0.88467, 3.10576], [-3.01374, -4.47687, -0.99555], [-2.79941, -4.54249, -3.42601], [-1.19000, -2.93817, -4.57388], [0.02320, -1.30677, -3.19169], [-0.74066, 3.47879, 3.35570], [-2.11340, 3.69297, 3.43417], [-2.93500, 3.08044, 2.51684], [-2.39864, 2.24325, 1.51863], [-1.05839, 2.05699, 1.44440], [-0.28009, 2.65839, 2.34375], [-3.25695, 1.51293, 0.59145], [-4.51222, 1.06684, 1.03401], [-5.25169, 0.13588, 0.34233], [-4.68994, -0.44231, -0.80692], [-3.48382, -0.01752, -1.29257], [-2.76474, 1.05668, -0.68467], [-0.05305, 3.93695, 4.05264], [-2.53182, 4.33371, 4.20186], [-4.00150, 3.25262, 2.53672], [0.78265, 2.46457, 2.25866], [-4.87963, 1.39614, 1.99845], [-6.20462, -0.20925, 0.72318], [-5.21218, -1.24861, -1.30958], [-3.05400, -0.50917, -2.15715], [1.86866, 3.26538, -3.12359], [3.07205, 2.74524, -1.74917], [4.43189, 2.87437, -1.96478], [5.30557, 2.49425, -0.95528], [4.81778, 1.97421, 0.23286], [3.45170, 1.81894, 0.42273], [2.56847, 2.23909, -0.56579], [2.93877, 1.11611, 1.68566], [3.62859, 1.20855, 2.70098], [1.83759, 0.49104, 1.55208], [4.79702, 3.25176, -2.90971], [6.37336, 2.58714, -1.11513], [5.48226, 1.65296, 1.02423], [1.49823, 2.14971, -0.41030], [5.33754, -3.27010, 3.30108], [4.67926, -2.62488, 1.81844], [3.31704, -2.69870, 1.59439], [2.80159, -2.17162, 0.41954], [3.63723, -1.56901, -0.51527], [5.00529, -1.53833, -0.27825], [5.53792, -2.05806, 0.89128], [3.09701, -0.87403, -1.76866], [3.81868, -0.85684, -2.76544], [1.95227, -0.32773, -1.64549], [2.66227, -3.14355, 2.33162], [1.73495, -2.24983, 0.22773], [5.64876, -1.08730, -1.02271], [6.60051, -2.01445, 1.09084], [-1.97389, 1.40869, -3.67323], [-1.21873, 1.04620, -2.53166], [-1.61651, 1.61865, -1.29174], [-1.35725, 3.11084, -1.21121], [-2.99615, 1.68282, -3.39904], [-2.00837, 0.54606, -4.34265], [-1.50436, 2.24861, -4.19910], [-1.38236, 3.53458, -2.22007], [-0.39098, 3.38136, -0.77251], [-2.12875, 3.60366, -0.61421]],
  "forces_ev_per_a": [[0.5, 0.8, 0.1], [0.2, 0.3, 0.1], [-0.1, -0.1, -0.4], [-0.2, -0.1, 0.5], [-0.1, -0.1, -1.0], [0.0, -0.1, -0.2], [-0.1, -0.1, 0.5], [0.0, -0.1, 1.0], [0.0, -0.2, -0.5], [-0.1, -0.1, 0.4], [0.2, 0.3, -0.1], [-0.1, -0.3, -0.4], [-0.4, -0.4, 0.1], [0.1, 0.0, 0.0], [0.0, 0.0, 0.0], [0.0, 0.0, 0.0], [0.0, 0.0, 0.0], [0.0, 0.0, 0.0], [0.0, 0.0, 0.0], [0.0, 0.0, 0.0], [0.0, 0.0, 0.1], [-0.2, 0.1, 0.1], [0.2, -0.1, 0.0], [-0.1, 0.0, -0.1], [0.2, 0.2, 0.2], [-0.2, 0.0, 0.5], [0.2, 0.1, 0.0], [0.0, -0.3, -0.3], [0.1, 0.0, 0.1], [-0.1, 0.0, -0.1], [0.0, 0.0, 0.1], [0.1, -0.1, -0.1], [0.0, 0.1, -0.1], [0.0, 0.0, 0.0], [0.0, 0.0, 0.0], [0.0, 0.0, 0.0], [0.0, -0.1, 0.0], [0.0, 0.0, 0.0], [0.0, 0.0, 0.0], [0.1, 0.0, 0.0], [0.0, 0.1, 0.0], [0.0, 0.0, 0.0], [-0.1, 0.2, 0.0], [0.0, 0.0, 0.0], [0.0, 0.0, 0.0], [0.1, 0.0, 0.0], [-0.2, -0.1, 0.1], [0.2, -0.1, 0.1], [0.4, 0.2, 0.0], [-0.1, 0.0, -0.1], [-0.2, 0.2, -0.1], [0.0, 0.0, 0.0], [0.0, 0.0, 0.0], [0.0, 0.0, 0.0], [0.2, 0.2, -0.1], [0.1, -0.1, 0.1], [-0.1, 0.0, -0.1], [-0.1, -0.1, 0.0], [0.1, 0.1, -0.1], [-0.2, 0.1, -0.1], [0.1, 0.0, 0.1], [0.0, 0.0, 0.0], [0.4, -0.2, 0.0], [-0.1, 0.1, 0.1], [-0.1, -0.2, 0.0], [0.0, 0.0, 0.0], [0.1, -0.1, 0.1], [0.0, 0.0, 0.0], [0.0, 0.0, 0.0], [0.0, 0.0, 0.0], [0.0, -0.1, 0.1], [-0.4, 0.5, -0.3], [0.0, -0.3, 0.0], [0.0, 0.0, 0.0], [0.0, 0.0, 0.0], [0.0, 0.0, 0.0], [0.0, 0.0, 0.0], [0.0, 0.1, 0.0], [0.0, 0.0, 0.0]]
}


Entry 2:
{
  "formula": "C38H30Cl4InN3O3PS2",
  "method": "ωB97M-V/def2-TZVPD",
  "e_lumo_ev": 2.345,
  "spin_multiplicity": 1,
  "total_charge": -1,
  "relative_energy_ev": 1.104,
  "gap_ev": 6.9,
  "e_tot_ha": -5024.83333,
  "species": ["In", "Cl", "C", "C", "Cl", "C", "Cl", "C", "O", "C", "O", "C", "Cl", "C", "C", "S", "C", "C", "S", "H", "H", "H", "H", "H", "H", "O", "N", "C", "C", "C", "C", "C", "C", "C", "P", "C", "C", "C", "C", "C", "C", "C", "C", "C", "C", "C", "C", "H", "H", "H", "H", "H", "H", "H", "H", "H", "H", "H", "H", "H", "H", "H", "H", "N", "C", "C", "C", "C", "C", "C", "C", "C", "N", "C", "H", "H", "H", "H", "H", "H", "H", "H"],
  "xyz": [[0.39741, -0.65666, 1.01883], [5.77174, -0.79186, -3.21128], [4.67267, -1.18407, -1.93046], [5.04516, -2.05300, -0.92054], [6.62559, -2.76595, -0.92492], [4.14846, -2.35653, 0.11324], [4.58364, -3.45669, 1.37624], [2.87794, -1.78598, 0.16306], [2.00951, -2.04062, 1.11160], [2.50975, -0.87333, -0.87312], [1.29910, -0.31833, -0.82213], [3.39340, -0.60841, -1.90589], [2.86297, 0.44630, -3.16858], [-0.55238, 1.69920, 4.92707], [-0.57048, 0.94633, 3.61312], [1.02433, 0.34751, 3.14088], [-1.72203, 0.76451, 2.94313], [-3.03078, 1.31504, 3.45946], [-1.93604, -0.17324, 1.44728], [0.41597, 1.59100, 5.41168], [-1.31590, 1.32804, 5.61503], [-0.72658, 2.76771, 4.77289], [-2.88258, 2.20872, 4.06736], [-3.56299, 0.57702, 4.06994], [-3.69110, 1.57821, 2.63077], [-1.61594, -0.21485, -1.85572], [-1.29669, 1.12403, -1.89425], [-2.18505, 1.90664, -1.44324], [-1.91766, 3.35306, -1.37511], [-2.87292, 4.22147, -1.91399], [-2.65864, 5.58540, -1.93096], [-1.48471, 6.10289, -1.39139], [-0.56483, 5.25274, -0.80825], [-0.76333, 3.86774, -0.77381], [0.32609, 2.77916, 0.25489], [0.35702, 3.90425, 1.72011], [1.50438, 4.45733, 2.27960], [1.41804, 5.31454, 3.37375], [0.18518, 5.63910, 3.91496], [-0.96708, 5.07953, 3.37309], [-0.87764, 4.20738, 2.30077], [1.98273, 3.02038, -0.46463], [2.27906, 3.80295, -1.57486], [3.57119, 3.83733, -2.08581], [4.57670, 3.08366, -1.50073], [4.28884, 2.28889, -0.39824], [3.00077, 2.25425, 0.11121], [-2.36846, -0.32930, -1.24765], [-3.15895, 1.54254, -1.10694], [-3.77968, 3.80693, -2.34030], [-3.39935, 6.24568, -2.36614], [-1.30232, 7.17108, -1.40020], [0.31823, 5.66596, -0.33476], [2.47463, 4.23114, 1.85800], [2.32366, 5.73568, 3.79458], [0.11984, 6.31551, 4.75874], [-1.93781, 5.31420, 3.79519], [-1.78130, 3.76619, 1.89230], [1.49911, 4.37508, -2.06326], [3.78397, 4.43997, -2.96070], [5.57677, 3.09185, -1.91665], [5.05864, 1.67128, 0.04795], [2.77369, 1.61307, 0.95793], [0.20661, -2.67785, -2.20644], [-0.73664, -3.62905, -1.97020], [-1.24497, -4.40125, -3.00262], [-2.12748, -5.46370, -2.77124], [-2.52027, -5.79218, -1.50446], [-2.03931, -5.02594, -0.41852], [-2.38224, -5.34369, 0.91655], [-1.88735, -4.59616, 1.93914], [-1.08036, -3.48508, 1.62595], [-0.75047, -3.13895, 0.40824], [-1.18025, -3.91882, -0.63008], [0.29144, -2.36578, -3.15963], [0.33650, -1.91902, -1.55146], [-0.92534, -4.18352, -4.01537], [-2.48817, -6.03544, -3.61828], [-3.18280, -6.62746, -1.31152], [-3.03032, -6.19323, 1.10187], [-2.11015, -4.81712, 2.97440], [-0.72015, -2.85760, 2.43566]],
  "forces_ev_per_a": [[0.1, -0.1, 0.0], [0.0, 0.0, 0.0], [-0.1, 0.0, 0.0], [0.0, 0.0, 0.1], [0.0, 0.0, 0.0], [0.0, 0.0, -0.1], [0.0, 0.0, 0.0], [-0.1, 0.0, -0.1], [0.1, 0.0, 0.0], [-0.1, 0.0, 0.0], [0.1, 0.0, -0.1], [0.0, -0.1, 0.1], [0.0, 0.0, 0.0], [0.0, 0.0, 0.0], [0.0, 0.0, -0.1], [-0.1, 0.1, 0.1], [0.0, 0.1, 0.0], [0.0, 0.0, 0.0], [-0.1, -0.1, 0.1], [0.0, 0.0, 0.0], [0.0, 0.0, 0.0], [0.0, 0.0, 0.0], [0.0, 0.0, 0.0], [0.0, 0.0, 0.0], [0.0, 0.0, 0.0], [0.0, 0.0, 0.0], [0.0, 0.0, 0.0], [0.0, 0.0, 0.0], [0.0, 0.2, 0.0], [0.1, -0.1, 0.0], [0.0, 0.0, 0.0], [0.0, 0.0, 0.0], [0.0, -0.1, 0.1], [-0.1, 0.0, 0.0], [-0.2, 0.0, 0.1], [0.1, 0.1, 0.0], [-0.1, 0.0, 0.0], [0.0, 0.0, 0.0], [0.0, 0.0, 0.0], [0.0, -0.1, 0.0], [0.0, 0.0, 0.0], [0.1, -0.1, 0.0], [0.0, 0.1, -0.1], [0.0, 0.0, 0.0], [0.0, 0.0, 0.0], [0.0, 0.0, 0.0], [0.0, 0.0, 0.0], [0.0, 0.0, 0.0], [0.0, 0.0, 0.0], [0.0, 0.0, 0.0], [0.0, 0.0, 0.0], [0.0, 0.0, 0.0], [0.0, 0.0, 0.0], [0.0, 0.0, 0.0], [0.0, 0.0, 0.0], [0.0, 0.0, 0.0], [0.0, 0.0, 0.0], [0.0, 0.0, 0.0], [0.0, 0.0, 0.0], [0.0, 0.0, 0.0], [0.0, 0.0, 0.0], [0.0, 0.0, 0.0], [0.0, 0.0, 0.0], [0.0, 0.0, 0.0], [-0.1, 0.0, 0.0], [0.0, 0.0, 0.0], [0.0, 0.0, 0.0], [0.0, 0.0, 0.0], [0.0, 0.0, 0.0], [0.0, 0.0, 0.0], [0.0, 0.0, 0.0], [0.0, 0.0, 0.0], [0.0, -0.1, -0.2], [0.0, 0.0, 0.0], [0.0, 0.0, 0.0], [0.0, 0.0, 0.1], [0.0, 0.0, 0.0], [0.0, 0.0, 0.0], [0.0, 0.0, 0.0], [0.0, 0.0, 0.0], [0.0, 0.0, 0.0], [0.0, 0.0, 0.0]]
}


Entry 3:
{
  "formula": "C38H30F6N6O4Y",
  "method": "ωB97M-V/def2-TZVPD",
  "e_lumo_ev": 2.201,
  "spin_multiplicity": 1,
  "total_charge": -1,
  "relative_energy_ev": 1.027,
  "gap_ev": 6.6,
  "e_tot_ha": -2733.36888,
  "species": ["Y", "O", "C", "C", "C", "C", "C", "C", "C", "N", "C", "C", "N", "C", "C", "C", "C", "C", "C", "C", "O", "H", "H", "H", "H", "H", "H", "H", "H", "H", "H", "H", "H", "H", "H", "C", "C", "C", "C", "C", "C", "N", "C", "C", "C", "C", "C", "C", "N", "N", "C", "C", "C", "C", "C", "N", "H", "H", "H", "H", "H", "H", "H", "H", "H", "H", "H", "H", "H", "O", "C", "C", "C", "O", "C", "F", "F", "F", "C", "F", "F", "F", "H", "H", "H"],
  "xyz": [[0.06744, -0.34447, -0.26597], [-0.36453, -1.83631, 1.25734], [-1.17366, -2.77499, 1.60975], [-0.79433, -3.71963, 2.59768], [-1.61403, -4.77125, 2.93876], [-2.87325, -4.93998, 2.33922], [-3.28359, -3.99800, 1.42124], [-2.47635, -2.91151, 1.06186], [-3.07021, -1.87900, 0.22627], [-2.53334, -0.77199, -0.09886], [-3.38001, 0.16228, -0.85476], [-2.58248, 1.43153, -1.11501], [-1.38169, 0.94917, -1.77149], [-1.32750, 0.99214, -3.04395], [-0.49108, 0.11981, -3.85139], [-0.24469, 0.44926, -5.18796], [0.46720, -0.38512, -6.02072], [0.90808, -1.61467, -5.50550], [0.64042, -1.98432, -4.20833], [-0.04833, -1.12514, -3.31818], [-0.29048, -1.49600, -2.09836], [0.17341, -3.58626, 3.06521], [-1.27814, -5.48397, 3.68455], [-3.50591, -5.77865, 2.59930], [-4.27063, -4.07236, 0.97007], [-4.10447, -2.07983, -0.08436], [-3.64715, -0.27866, -1.82029], [-4.29933, 0.38737, -0.31549], [-3.16049, 2.12188, -1.73936], [-2.33584, 1.90451, -0.16370], [-2.02389, 1.64638, -3.58491], [-0.61874, 1.39990, -5.56019], [0.67351, -0.10764, -7.04628], [1.46419, -2.29188, -6.14574], [0.97617, -2.93429, -3.81101], [2.38380, 4.91881, -3.08325], [2.00723, 5.09425, -1.77318], [1.57305, 4.16555, -0.82265], [1.37015, 2.78736, -0.90102], [2.14903, 2.42980, -3.34832], [2.44555, 3.69799, -3.76972], [0.87540, 2.07631, 0.11490], [1.29162, 2.22543, 1.40636], [2.53619, 2.80233, 1.77554], [2.97312, 2.80505, 3.07408], [2.19914, 2.24494, 4.10336], [0.99393, 1.68078, 3.77900], [0.53659, 1.66639, 2.45576], [-0.68177, 1.03924, 2.08845], [-1.40756, 0.77707, 3.05042], [-2.72024, 0.29023, 2.84365], [-3.05935, -0.91592, 3.45676], [-4.36535, -1.34236, 3.38140], [-5.30294, -0.53129, 2.74806], [-4.86794, 0.67011, 2.21878], [-3.59635, 1.08307, 2.24399], [2.67126, 5.80551, -3.63625], [2.03789, 6.11904, -1.41606], [1.31655, 4.58330, 0.14431], [2.30543, 1.62374, -4.05668], [2.79562, 3.76443, -4.79683], [3.17428, 3.18985, 0.99161], [3.94904, 3.22122, 3.30369], [2.56160, 2.23297, 5.12324], [0.37941, 1.20579, 4.53081], [-2.28827, -1.49966, 3.94436], [-4.65144, -2.29486, 3.81172], [-6.34426, -0.81720, 2.68085], [-5.57338, 1.34571, 1.74342], [1.52614, 0.71686, -1.94984], [1.67245, 1.93763, -2.09017], [4.39808, -0.50875, 1.29876], [3.13813, -1.18030, 0.74655], [2.08912, -0.33168, 0.68798], [3.43736, -1.70690, -0.68432], [4.06260, -0.77371, -1.41980], [4.22628, -2.80351, -0.70443], [2.30324, -2.01803, -1.33430], [2.86092, -2.42490, 1.65811], [2.06565, -3.34771, 1.10081], [2.29926, -2.03327, 2.81070], [4.00048, -3.08424, 2.00512], [4.59164, 0.38228, 0.70287], [5.26856, -1.16393, 1.27515], [4.19680, -0.20312, 2.32683]],
  "forces_ev_per_a": [[0.5, 0.9, 0.0], [-0.3, -0.5, 0.4], [0.1, 0.0, -0.1], [0.0, -0.1, 0.1], [-0.1, 0.0, 0.0], [0.1, 0.1, 0.0], [-0.1, 0.0, 0.0], [-0.2, 0.1, -0.2], [0.0, -0.2, 0.2], [-0.1, 0.3, -0.1], [0.1, -0.1, 0.1], [0.1, 0.0, -0.1], [-0.2, 0.3, -0.1], [0.0, -0.2, -0.1], [-0.1, 0.2, 0.1], [0.0, 0.1, 0.0], [0.0, -0.1, 0.1], [0.0, 0.1, 0.0], [0.0, 0.0, 0.0], [-0.2, -0.2, 0.1], [0.2, -0.1, -0.4], [0.0, 0.0, -0.1], [0.0, 0.0, 0.0], [0.0, 0.0, 0.0], [0.0, 0.0, 0.0], [0.0, 0.0, 0.0], [0.0, -0.1, 0.0], [-0.1, 0.0, 0.1], [0.0, 0.1, 0.0], [0.0, 0.1, 0.0], [-0.1, 0.0, -0.1], [0.0, 0.0, 0.0], [0.0, 0.0, 0.0], [0.0, 0.0, 0.0], [0.0, 0.0, 0.0], [0.0, 0.0, 0.0], [0.0, -0.1, 0.1], [0.1, 0.1, -0.1], [-0.1, 0.0, 0.1], [0.0, 0.1, 0.0], [0.0, 0.0, 0.0], [0.0, -0.4, 0.2], [-0.1, 0.2, 0.1], [-0.1, 0.0, -0.2], [0.0, 0.0, 0.1], [0.2, 0.1, -0.1], [-0.2, -0.1, -0.1], [0.1, 0.0, 0.0], [0.0, 0.2, 0.0], [-0.3, 0.1, 0.4], [0.1, -0.2, -0.1], [0.1, -0.1, 0.1], [-0.1, 0.0, 0.1], [0.1, 0.0, 0.0], [0.1, 0.0, 0.0], [-0.1, 0.0, 0.0], [0.0, 0.0, 0.0], [0.0, 0.0, 0.0], [0.0, 0.0, 0.0], [0.0, 0.0, 0.0], [0.0, 0.0, 0.0], [0.0, 0.0, 0.0], [0.0, 0.0, 0.0], [0.0, 0.0, 0.0], [0.0, 0.0, 0.0], [-0.1, 0.0, 0.0], [0.0, 0.0, 0.0], [0.0, 0.0, 0.0], [0.0, 0.0, 0.0], [-0.2, -0.2, 0.0], [0.0, 0.2, 0.0], [0.0, 0.2, 0.0], [-0.1, -0.1, 0.0], [0.2, -0.7, 0.1], [0.0, 0.2, 0.1], [0.1, 0.0, 0.0], [0.0, -0.1, -0.1], [0.1, -0.2, 0.1], [0.1, 0.2, 0.0], [-0.1, 0.0, 0.0], [0.0, 0.0, 0.0], [0.0, 0.0, 0.0], [0.0, 0.0, 0.0], [0.0, 0.0, 0.0], [0.0, 0.0, 0.0]]
}


Question: What is the formula in the second record?
Answer: C38H30Cl4InN3O3PS2